[1]
The following is a DFT calculation (ωB97M-V/def2-TZVPD) of C32H26F10N7OPSeV as an isolated structure.

Structure (XYZ):
```
79
Properties=species:S:1:pos:R:3:mulliken_charge:R:1
Se 1.507 1.327 -3.661 -0.092
V 1.004 0.929 -1.340 1.251
P 3.195 1.832 0.256 1.546
F 3.034 0.529 -0.866 -0.400
F 3.046 3.026 1.246 -0.333
F 3.663 0.808 1.331 -0.350
F 4.591 2.194 -0.303 -0.266
F 2.747 -2.596 -1.245 -0.261
F 1.525 1.357 0.574 -0.126
F 2.405 2.688 -0.947 -0.306
F 2.556 -7.234 -4.037 -0.275
F 4.986 -3.932 -1.636 -0.282
F 0.327 -5.858 -3.651 -0.311
O -1.567 6.424 -1.982 -0.632
N -1.260 6.030 0.228 0.261
N -2.090 -3.931 -3.152 -0.487
N 7.427 -5.554 -2.426 -0.422
N 0.370 -0.919 -1.640 0.179
N 2.777 -1.396 -3.802 -0.435
N 5.276 -8.523 -4.463 -0.411
N -0.774 1.986 -1.500 0.825
C -0.328 0.607 2.499 0.063
C 0.429 7.848 0.057 -1.082
C -1.140 -1.270 1.195 0.389
C -1.424 1.352 2.073 0.071
C -2.789 3.772 -2.095 -0.290
C -1.852 1.583 -2.184 -0.283
C 3.869 -4.383 -2.163 0.045
C 0.316 -3.365 -2.435 0.603
C -2.218 -0.493 0.771 -0.001
C 2.324 -0.338 -3.793 0.259
C 6.363 -5.852 -2.736 -0.159
C -1.032 -2.710 0.789 -1.704
C -0.994 -3.741 -2.874 -0.651
C 1.476 -5.403 -3.181 -0.364
C 5.073 -6.300 -3.171 1.354
C 0.681 1.193 3.438 -1.676
C -0.021 4.954 2.098 -0.936
C -3.583 1.621 0.820 -1.698
C -0.199 -0.704 2.047 -0.210
C 0.337 -2.017 -1.989 -0.125
C -2.886 2.446 -2.486 -1.370
C -2.381 0.815 1.216 0.229
C 5.145 -7.529 -3.904 -0.194
C -0.711 3.252 -1.063 0.136
C -1.505 5.653 -1.039 0.136
C -0.984 7.456 0.450 -0.835
C 3.916 -5.631 -2.918 -0.029
C -1.691 4.187 -1.350 -0.207
C -1.351 5.169 1.395 0.034
C 1.463 -4.117 -2.523 1.147
C 2.609 -6.097 -3.382 0.478
C 2.733 -3.694 -1.982 0.221
H -2.960 -0.927 0.110 0.397
H 0.007 -3.016 0.658 0.298
H 0.391 5.894 2.461 0.493
H -1.857 0.548 -2.503 0.479
H -1.589 -2.913 -0.128 0.304
H -1.457 -3.359 1.557 0.513
H 0.174 3.520 -0.498 0.286
H 0.343 1.111 4.472 0.448
H -4.095 1.185 -0.036 0.317
H 0.586 8.909 0.239 0.396
H 0.643 -1.299 2.382 0.409
H -2.067 5.628 2.084 0.373
H 0.721 4.501 1.441 0.061
H -3.551 4.489 -2.369 0.559
H -0.152 4.301 2.960 0.453
H 0.593 7.661 -1.002 0.316
H -3.736 2.085 -3.046 0.503
H 1.172 7.294 0.630 0.267
H 1.639 0.680 3.360 0.343
H -1.710 8.030 -0.128 0.460
H -1.173 7.649 1.506 0.412
H -3.314 2.648 0.571 0.208
H -1.545 2.368 2.432 0.572
H -1.792 4.215 1.096 -0.546
H 0.849 2.250 3.227 0.189
H -4.302 1.669 1.639 0.468
```

Multiplicity = 3
Strongest force on any atom = 0.0191 hartree/bohr
LUMO level (alpha / beta) = -6.2133 / -6.1169 eV
Charge = +1
Expectation value of S² = 2.06
Energy = -173579.49031 eV
ΔE to the lowest compared entry with this formula, charge and spin = 0.0 kJ/mol



[2]
The following is a DFT calculation (ωB97M-V/def2-TZVPD) of a 3-piece molecular cluster, H5O3 overall.

Structure (XYZ):
```
8
Properties=species:S:1:pos:R:3:mulliken_charge:R:1
O -1.897 -0.116 -0.297 -0.734
O 1.359 0.957 1.216 -0.683
O 0.540 -0.924 -0.673 -1.098
H 0.495 -0.672 -1.597 0.156
H 1.354 1.340 0.332 0.299
H -2.150 0.331 -1.115 0.232
H -0.990 -0.597 -0.488 0.460
H 1.170 0.039 0.910 0.367
```

Multiplicity = 1
Strongest force on any atom = 0.0138 hartree/bohr
LUMO level = 4.9043 eV
Charge = -1
Energy = -6224.22046 eV
ΔE to the lowest compared entry with this formula, charge and spin = 39.6 kJ/mol



[3]
The following is a DFT calculation (ωB97M-V/def2-TZVPD) of C25H29F10N4O5Sc as an isolated structure.

Structure (XYZ):
```
74
Properties=species:S:1:pos:R:3:mulliken_charge:R:1
Sc -0.140 0.007 0.356 -1.709
F 3.985 0.646 -4.986 -0.335
F 3.940 -2.049 -4.570 -0.319
F 4.595 5.229 1.765 -0.320
F 5.103 3.191 0.032 -0.332
F 2.521 5.003 3.520 -0.325
F 0.947 2.831 3.492 -0.421
F 3.617 0.978 0.059 -0.337
F 2.604 2.263 -3.237 -0.333
F 2.581 -3.135 -2.598 -0.352
F 1.280 1.199 -1.170 0.105
O -1.990 -2.804 -1.486 -0.348
O -1.035 0.144 -1.990 0.251
O -1.602 0.651 2.068 -0.424
O -1.022 2.101 -0.166 0.374
O -2.283 -0.562 0.379 -0.080
N 0.116 -1.834 1.836 1.151
N 1.063 -1.412 -0.720 1.921
N 1.351 0.713 1.698 1.441
N -4.838 0.310 0.596 -0.536
C 2.599 0.934 -3.087 -0.168
C -0.679 3.238 0.629 -1.094
C 1.304 -0.019 2.967 -0.745
C -0.988 -2.147 2.752 -1.445
C -2.458 -1.841 -2.402 -0.462
C -2.534 0.168 1.390 0.796
C 1.975 2.890 2.626 0.367
C 0.317 -2.996 0.951 -0.653
C 4.065 3.110 0.870 0.222
C -1.353 2.431 -1.509 -0.789
C -1.970 1.206 -2.127 -0.777
C -3.049 -3.512 -0.889 -0.642
C 1.320 -1.500 2.630 -0.976
C 2.564 -1.790 -2.686 0.658
C 3.266 1.980 0.877 0.006
C 1.908 0.361 -2.051 -0.741
C 1.829 -1.011 -1.773 -0.271
C 3.306 0.124 -3.959 0.533
C 3.282 -1.239 -3.737 0.266
C -1.308 -0.966 -2.849 -0.865
C 2.164 1.832 1.727 -0.625
C 1.308 -2.732 -0.164 -1.054
C 3.821 4.140 1.759 0.646
C 2.773 4.018 2.652 0.336
C -3.973 0.425 1.764 -1.121
H -1.481 3.976 0.568 0.460
H -4.208 -0.280 2.576 0.328
H 0.626 -3.873 1.535 0.363
H -2.887 -2.344 -3.281 0.643
H -5.812 0.314 0.869 0.280
H 1.358 -2.132 3.527 0.339
H -0.757 -3.057 3.321 0.412
H -4.649 -0.567 0.125 0.142
H 1.170 -3.536 -0.891 0.498
H -0.654 -3.207 0.503 -0.220
H -0.399 -1.563 -2.880 0.251
H 0.420 0.227 3.566 0.193
H -2.173 1.393 -3.186 0.610
H -0.453 2.743 -2.048 0.244
H -0.578 2.886 1.651 0.222
H 2.341 -2.817 0.201 0.445
H -1.509 -0.574 -3.851 0.467
H -3.676 -4.005 -1.641 0.419
H 2.203 -1.700 2.025 0.266
H -2.904 0.960 -1.613 0.205
H -3.674 -2.842 -0.286 0.038
H -3.246 -1.231 -1.943 0.103
H -4.036 1.428 2.185 0.363
H -1.146 -1.325 3.444 0.407
H -2.618 -4.273 -0.240 0.242
H 2.181 0.206 3.584 0.752
H -2.078 3.250 -1.514 0.607
H -1.901 -2.312 2.182 0.157
H 0.257 3.678 0.277 0.288
```

Multiplicity = 1
Strongest force on any atom = 0.0022 hartree/bohr
LUMO level = 0.3348 eV
Energy = -90470.46108 eV
ΔE to the lowest compared entry with this formula, charge and spin = 0.0 kJ/mol



[4]
The following is a DFT calculation (ωB97M-V/def2-TZVPD) of a 2-piece molecular cluster, C21H21ClN4O5S overall at a distorted geometry.

Structure (XYZ):
```
53
Properties=species:S:1:pos:R:3:mulliken_charge:R:1
Cl -2.813 1.263 0.003 -0.226
S 0.451 3.891 4.654 -0.158
O 1.590 -3.323 2.306 -0.747
O 2.145 -5.355 0.628 -0.430
O 2.271 -1.263 -2.536 -0.670
O 1.096 -2.980 -5.841 -0.636
O -1.071 2.621 2.172 -0.585
N 1.394 -4.193 0.268 -0.050
N 0.385 -0.858 -5.607 -0.138
N 3.104 -0.371 -4.366 -0.186
N -1.623 0.496 2.796 -0.109
C -1.531 1.859 3.012 0.271
C -1.923 2.332 4.347 0.564
C 0.365 -1.865 -7.805 -1.179
C -1.136 -0.753 -0.681 -0.640
C 0.645 -1.952 -6.323 0.647
C -0.507 4.456 7.024 -0.860
C 2.057 -0.801 -3.650 0.593
C -1.614 0.040 0.366 0.641
C -3.124 1.875 4.925 -0.519
C -3.500 2.273 6.214 -0.659
C -1.482 3.582 6.389 0.412
C -0.279 -1.258 1.909 -0.531
C 0.600 -0.756 -4.158 -0.532
C -1.107 3.198 5.101 0.256
C -2.676 3.128 6.952 -0.655
C 0.574 4.701 6.212 -0.308
C 1.114 -3.190 1.180 0.609
C -0.240 -1.800 -0.439 -0.460
C 0.197 -2.074 0.869 0.381
C -1.167 -0.205 1.678 0.079
C 3.136 0.323 -5.653 -0.759
H 2.343 1.071 -5.702 0.265
H 2.468 -5.260 1.549 0.368
H 0.016 -0.056 -6.090 0.275
H -1.482 -0.555 -1.690 0.448
H 0.638 -2.811 -8.270 0.312
H -0.619 4.863 8.024 0.374
H 0.057 -1.450 2.924 0.422
H 0.956 -1.062 -8.242 0.331
H -3.783 1.216 4.366 0.497
H 3.989 -0.524 -3.906 0.281
H -4.433 1.919 6.642 0.381
H 0.169 0.184 -3.814 0.363
H -0.695 -1.676 -7.963 0.350
H 1.417 5.325 6.491 0.411
H -1.743 -0.039 3.648 0.350
H 3.020 -0.394 -6.468 0.194
H 4.098 0.826 -5.769 0.340
H 0.115 -2.389 -1.281 -0.096
H -2.960 3.435 7.954 0.386
H 1.034 -4.094 -0.679 0.182
H 0.062 -1.569 -3.670 0.151
```

Multiplicity = 1
Strongest force on any atom = 0.0569 hartree/bohr
LUMO level = 0.3284 eV
SMILES string = O=C(NO)c1ccc(Cl)c(NC(=O)c2cccc3ccsc23)c1.CNC(=O)CNC(C)=O
Energy = -61673.29327 eV
ΔE to the lowest compared entry with this formula, charge and spin = 31.5 kJ/mol